No. 1
C20H12Br4IN2O5Pt | wB97M-V/def2-TZVPD

Structure (XYZ):
```
45
Properties=species:S:1:pos:R:3:nbo_charge:R:1
Pt 0.71930 1.54172 -1.31022 1.212
I -3.12571 3.59374 -0.98748 0.150
Br 2.95609 -0.92523 3.21454 0.071
Br 5.69344 -2.64696 2.40986 0.082
Br 5.35925 -0.52489 -2.89191 0.082
Br 6.89769 -2.43761 -0.64705 0.083
O 2.98795 0.78898 -1.69302 -0.610
O -4.23734 -1.59475 1.09261 -0.725
O 0.55294 -0.56545 -1.27272 -0.765
O 1.99339 0.63655 0.87470 -0.624
O 0.63225 3.21851 -1.92108 -0.601
N -1.10154 1.30674 0.09475 -0.512
N -1.59630 -3.20505 -2.27144 -0.420
C -2.76348 -2.82224 -1.70775 -0.037
C -1.77642 -0.85166 -0.76194 -0.168
C -1.48224 4.36276 2.94333 -0.225
C -0.55604 -1.21182 -1.36751 0.372
C -1.27430 2.32751 1.05652 0.186
C 3.69957 -0.86066 1.48284 -0.208
C 4.82285 -1.56040 1.13611 -0.159
C 5.34584 -1.46712 -0.18910 -0.139
C 2.99369 -0.02117 0.54980 0.401
C -4.23428 -1.38679 -0.32347 -0.090
C -2.90161 -1.69125 -0.94875 -0.077
C -0.53909 -2.45144 -2.10706 0.180
C 0.76308 -2.87067 -2.71396 -0.646
C -2.17168 4.45697 1.74483 -0.225
C 4.72659 -0.68064 -1.12483 -0.203
C -1.88794 0.30047 0.10916 0.159
C -2.06312 3.44416 0.80216 -0.207
C -0.68498 3.25492 3.19806 -0.200
C -0.57719 2.24370 2.25975 -0.236
C 3.53757 0.07188 -0.83142 0.327
H 0.08340 1.39987 2.41253 0.254
H -0.13123 3.18157 4.12511 0.214
H 0.62898 -3.80557 -3.25332 0.217
H -1.56443 5.15889 3.67202 0.210
H -2.79541 5.31574 1.53726 0.219
H -3.61714 -3.46655 -1.89146 0.178
H -5.00092 -2.00811 -0.79685 0.168
H 1.13959 -2.09662 -3.38512 0.233
H -2.70948 0.28989 0.82913 0.194
H -3.74751 -2.40678 1.26082 0.469
H 1.52371 -2.99175 -1.93966 0.228
H -4.51779 -0.34339 -0.46878 0.186
```

## Properties
Energy above the lowest of the compared OMol25 structures with the same formula, charge and spin, kcal/mol: 0.0
Spin multiplicity: 5
M, g mol⁻¹: 1001.92
Electronic energy, eV: -325668.0575
LUMO energy (alpha / beta), eV: 2.2 / 1.2
Total charge: -1
HOMO-LUMO gap (alpha / beta), eV: 6.866 / 6.776

---

No. 2
C20H12Cl2LuN3O9S | wB97M-V/def2-TZVPD

Structure (XYZ):
```
48
Properties=species:S:1:pos:R:3:nbo_charge:R:1
Lu -0.15007 0.22790 0.74758 2.020
Cl -0.68630 -5.18092 0.42074 -0.034
Cl -2.05147 -4.46876 3.12908 -0.119
S -1.78980 3.15653 0.10022 -0.357
O -0.44993 2.17599 4.64896 -0.669
O -2.97576 -2.99952 0.50499 -0.663
O 0.08258 1.21608 -1.15907 -0.825
O -0.32095 0.99028 -3.37879 -0.648
O 1.61972 -1.13108 1.56651 -0.760
O 2.94280 -3.18326 -3.85949 -0.687
O -1.14491 -1.69756 0.82901 -0.799
O 2.50601 -3.23023 1.32564 -0.705
O -0.76699 0.96783 2.74263 -0.800
N 1.34799 2.09475 1.59712 -0.474
N -2.53752 0.65323 -0.29460 -0.583
N 1.03462 -1.06125 -0.87947 -0.527
C 2.29111 -2.51320 -2.83628 0.340
C -4.29115 1.30581 -2.27583 -0.180
C -4.11685 -0.04783 -1.92050 -0.347
C -0.17649 1.86129 3.48215 0.767
C 1.00918 2.50406 2.78729 0.160
C 0.14678 0.62829 -2.30377 0.774
C 1.76255 3.52646 3.42253 -0.220
C -3.60120 2.29501 -1.62609 -0.273
C 1.47448 -1.44109 -3.18131 -0.309
C 2.06877 -2.12675 0.97213 0.775
C 1.90023 -1.99999 -0.58509 0.167
C 2.54308 -2.83541 -1.51342 -0.333
C 3.11983 3.63968 1.42042 -0.264
C 0.89826 -0.73431 -2.16583 0.151
C 2.31949 2.64046 0.86984 0.060
C 2.74798 4.12363 2.70790 -0.182
C -2.69406 1.95410 -0.62173 0.065
C -1.09837 -3.90539 1.60159 -0.224
C -1.85453 -2.72214 0.93555 0.779
C -3.24853 -0.31818 -0.84190 0.052
H -0.17700 -3.60426 2.03439 0.230
H 2.37090 2.16980 -0.10726 0.224
H -3.79313 3.35868 -1.86864 0.205
H -3.11493 -1.35997 -0.47860 0.245
H 3.33233 4.98572 3.10461 0.199
H -5.01720 1.57319 -3.01768 0.181
H 1.47888 3.86661 4.38181 0.233
H 3.90461 4.14627 0.84381 0.208
H 3.30216 -4.03416 -3.51448 0.476
H 1.34690 -1.13708 -4.23151 0.244
H -4.79528 -0.81533 -2.33365 0.194
H 3.30123 -3.51399 -1.18151 0.234
```

## Properties
Energy above the lowest of the compared OMol25 structures with the same formula, charge and spin, kcal/mol: 9.3
Spin multiplicity: 1
M, g mol⁻¹: 716.27
Electronic energy, eV: -113343.0837
LUMO energy, eV: 4.0
Total charge: -2
HOMO-LUMO gap, eV: 5.225

---

No. 3
C20H12Cl2LuN3O9S | wB97M-V/def2-TZVPD

Structure (XYZ):
```
48
Properties=species:S:1:pos:R:3:nbo_charge:R:1
Lu 11.90453 10.03552 8.57373 1.916
Cl 8.86225 12.56123 4.45245 -0.043
Cl 11.13276 14.38126 5.24776 -0.060
S 14.31695 9.79480 6.94861 -0.248
O 9.33615 9.15703 12.03568 -0.682
O 5.63431 10.35478 8.52606 -0.676
O 11.38440 11.77333 7.39801 -0.795
O 11.09859 9.04612 10.52942 -0.800
O 11.07034 9.16533 6.62466 -0.786
O 9.21382 12.49709 7.49343 -0.677
O 13.52653 10.68489 9.89132 -0.801
O 9.31100 9.10581 5.14402 -0.677
O 14.15091 11.41236 11.98174 -0.680
N 11.16421 11.89442 10.29227 -0.453
N 9.59481 9.49389 8.61013 -0.497
N 13.19934 7.96037 8.53322 -0.583
C 7.58085 9.71818 7.43100 -0.261
C 14.03057 5.72881 8.88788 -0.349
C 10.32568 12.96875 12.65955 -0.189
C 9.50790 13.06713 11.51704 -0.258
C 8.94364 9.44533 9.75163 0.144
C 13.12045 6.75290 9.12679 0.073
C 10.38679 12.73996 5.43111 -0.255
C 10.29579 12.31497 6.89287 0.760
C 15.13457 7.23970 7.32925 -0.269
C 11.99081 11.87290 11.30160 0.138
C 10.01550 12.58644 10.31790 0.024
C 9.82879 9.16604 10.89364 0.751
C 6.93114 9.97932 8.65514 0.346
C 11.60304 12.41566 12.55165 -0.208
C 13.31891 11.28639 11.05390 0.756
C 15.06976 6.00774 7.93725 -0.183
C 9.79715 9.21802 6.28072 0.738
C 7.58643 9.77778 9.85515 -0.322
C 8.93759 9.47996 7.46308 0.142
C 14.18503 8.26922 7.63985 0.076
H 7.13409 9.94403 10.83230 0.234
H 7.03786 9.79423 6.47819 0.244
H 12.27140 12.33826 13.40226 0.233
H 11.10202 12.08783 4.92965 0.248
H 15.79994 5.23151 7.73933 0.188
H 14.00138 4.75365 9.41172 0.197
H 8.52644 13.53829 11.57221 0.201
H 12.30740 6.67342 9.85454 0.210
H 9.97069 13.32068 13.62604 0.195
H 15.88684 7.45891 6.59448 0.206
H 9.50269 12.71145 9.35484 0.262
H 5.19790 10.54419 9.35813 0.474
```

## Properties
Energy above the lowest of the compared OMol25 structures with the same formula, charge and spin, kcal/mol: 0.0
Spin multiplicity: 1
M, g mol⁻¹: 716.27
Electronic energy, eV: -113343.4856
LUMO energy, eV: 4.2
Total charge: -2
HOMO-LUMO gap, eV: 6.083

---

No. 4
C20H12F18GaNO2P | wB97M-V/def2-TZVPD

Structure (XYZ):
```
55
Properties=species:S:1:pos:R:3:nbo_charge:R:1
Ga 0.36799 0.20674 -1.83818 2.085
P -0.23381 3.56334 -1.77478 2.657
F -3.38321 -0.57016 -3.52738 -0.311
F 4.09339 -1.34256 -3.08628 -0.300
F 2.41169 1.40444 -0.48748 -0.315
F 0.56589 1.93274 -2.44738 -0.656
F -0.94831 4.80814 -1.15758 -0.554
F 5.08209 -1.56496 -1.21238 -0.324
F -2.00731 1.04824 -3.21708 -0.308
F -4.31731 -1.56536 -0.88538 -0.324
F -2.92681 -2.69986 -2.06768 -0.293
F -2.50921 -2.31736 -0.00058 -0.326
F -3.96161 1.07694 -2.30988 -0.312
F 4.46499 0.83964 -0.73658 -0.303
F 0.57919 3.20724 -0.43908 -0.564
F 3.19949 1.13744 -2.46208 -0.291
F -1.34821 2.50044 -1.24938 -0.580
F -0.97551 3.61714 -3.16588 -0.548
F 1.02269 4.30304 -2.36428 -0.544
F 3.57839 -2.97726 -1.79278 -0.310
O 1.72319 -0.93726 -2.09908 -0.887
O -1.05051 -0.87756 -1.99578 -0.885
N 0.21429 -0.08956 0.11082 -0.585
C -4.59271 2.17454 2.08352 -0.635
C 0.72219 -1.45656 2.01822 -0.187
C -1.01281 0.99254 1.88572 -0.203
C 3.24669 0.64784 -1.22818 0.950
C 2.90439 -2.41666 2.28672 0.072
C -0.97971 0.36094 0.63162 0.192
C -2.93371 0.29054 -2.61438 0.974
C 3.25009 -1.92606 1.02092 -0.199
C -3.01571 -1.78086 -1.12338 0.971
C 1.08839 -0.87036 0.77982 0.241
C -2.24271 -0.47066 -1.44868 0.072
C 2.75859 -0.81626 -1.19578 0.069
C -3.32581 0.85934 0.38802 -0.130
C -3.34111 1.52304 1.61592 0.014
C 2.37309 -1.20646 0.23502 -0.029
C -2.17131 0.30834 -0.13288 -0.067
C -2.16471 1.57694 2.35922 -0.201
C 1.60429 -2.20926 2.74852 -0.208
C 3.88949 -1.68386 -1.81858 0.978
C 3.88429 -3.21226 3.07212 -0.646
H -0.08621 1.09134 2.43182 0.225
H -4.25231 0.79754 -0.16078 0.231
H 1.29669 -2.65056 3.68482 0.223
H -2.15401 2.09544 3.30592 0.220
H 3.90839 -4.23636 2.69492 0.239
H -0.29481 -1.34206 2.36062 0.236
H 4.88729 -2.80676 2.96412 0.231
H -4.51791 2.46554 3.12662 0.219
H -4.77841 3.06684 1.48702 0.235
H 4.24739 -2.14476 0.67772 0.238
H -5.44891 1.51904 1.94582 0.227
H 3.61009 -3.24366 4.12392 0.225
```

## Properties
Energy above the lowest of the compared OMol25 structures with the same formula, charge and spin, kcal/mol: 8.8
Spin multiplicity: 2
M, g mol⁻¹: 740.98
Electronic energy, eV: -137108.2134
LUMO energy (alpha / beta), eV: 0.1 / -3.1
HOMO-LUMO gap (alpha / beta), eV: 9.034 / 6.471

---

Strongest force on any atom, record by record: 0.20, 2.83, 3.79, 1.26 eV/A